No. 1
Below is a single C23H27N3O4 molecule, with properties calculated with wB97M-V/def2-TZVPD.

Calculated values
**SMILES**: CN(C)C(=O)c1ccc(NC(=O)CN2CCc3cc4c(cc3C2)OCCCO4)cc1
**Gap between HOMO and LUMO**: 9.06 eV
**Maximum force**: 0.66 eV/Å
**Total energy**: -1357.88670 Ha
**HOMO energy**: -8.40 eV
**Energy above the lowest of the compared OMol25 structures with the same formula, charge and spin**: 1.4772 eV

ORCA input file:
```
! RIJCOSX wB97M-V def2-TZVPD def2/J DEFGRID3
* xyz 0 1
C -0.406 -2.246 6.291
N 0.190 -3.552 6.402
C 0.760 -4.243 5.385
O 1.363 -5.287 5.566
C 0.603 -3.675 4.011
C 1.738 -3.418 3.249
C 1.620 -2.954 1.955
C 0.361 -2.759 1.388
C -0.778 -3.048 2.136
C -0.651 -3.500 3.435
H -1.539 -3.733 4.004
H -1.751 -2.914 1.694
N 0.300 -2.284 0.080
C -0.776 -1.892 -0.649
O -1.932 -1.934 -0.292
C -0.367 -1.395 -2.037
N 0.989 -0.872 -2.032
C 1.610 -0.842 -3.346
C 0.878 0.067 -4.339
C 0.511 1.382 -3.706
C 0.072 2.435 -4.489
C -0.295 3.669 -3.962
C -0.234 3.845 -2.572
C 0.189 2.775 -1.789
C 0.567 1.558 -2.326
C 1.056 0.450 -1.425
H 0.479 0.442 -0.497
H 2.104 0.642 -1.163
H 0.235 2.935 -0.722
O -0.465 5.003 -1.868
C -1.564 5.818 -2.198
C -1.449 6.498 -3.559
H -0.457 6.942 -3.659
H -2.197 7.288 -3.625
C -1.675 5.503 -4.693
H -1.777 6.033 -5.644
O -0.600 4.620 -4.908
H -2.600 4.936 -4.505
H -2.496 5.233 -2.156
H -1.586 6.568 -1.402
H 0.026 2.327 -5.563
H 1.505 0.237 -5.216
H -0.037 -0.426 -4.684
H 1.657 -1.864 -3.730
H 2.633 -0.483 -3.206
H -1.121 -0.669 -2.369
H -0.411 -2.258 -2.708
H 1.188 -2.127 -0.389
H 2.505 -2.744 1.371
H 2.713 -3.583 3.683
C 0.238 -4.094 7.739
H 0.824 -3.448 8.397
H -0.773 -4.188 8.143
H 0.704 -5.076 7.688
H 0.031 -1.582 7.042
H -0.227 -1.824 5.305
H -1.485 -2.296 6.466
*
```

From a Löwdin analysis of the wavefunction, the atomic charges in e read: number 1, C, carries -0.055; number 2, N, carries -0.150; number 3, C, carries -0.439; number 4, O, carries 0.062; number 5, C, carries -0.166; number 6, C, carries -0.013; number 7, C, carries -0.012; number 8, C, carries -0.211; number 9, C, carries 0.006; number 10, C, carries -0.028; number 11, H, carries 0.123; number 12, H, carries 0.101; number 13, N, carries 0.132; number 14, C, carries -0.453; number 15, O, carries 0.073; number 16, C, carries -0.093; number 17, N, carries -0.192; number 18, C, carries -0.175; number 19, C, carries -0.120; number 20, C, carries -0.173; number 21, C, carries 0.051; number 22, C, carries -0.181; number 23, C, carries -0.181; number 24, C, carries 0.054; number 25, C, carries -0.154; number 26, C, carries -0.124; number 27, H, carries 0.130; number 28, H, carries 0.135; number 29, H, carries 0.132; number 30, O, carries -0.040; number 31, C, carries -0.194; number 32, C, carries -0.135; number 33, H, carries 0.127; number 34, H, carries 0.119; number 35, C, carries -0.194; number 36, H, carries 0.126; number 37, O, carries -0.041; number 38, H, carries 0.133; number 39, H, carries 0.134; number 40, H, carries 0.126; number 41, H, carries 0.131; number 42, H, carries 0.121; number 43, H, carries 0.118; number 44, H, carries 0.122; number 45, H, carries 0.127; number 46, H, carries 0.139; number 47, H, carries 0.140; number 48, H, carries 0.134; number 49, H, carries 0.112; number 50, H, carries 0.121; number 51, C, carries -0.042; number 52, H, carries 0.091; number 53, H, carries 0.091; number 54, H, carries 0.085; number 55, H, carries 0.091; number 56, H, carries 0.085; number 57, H, carries 0.094



No. 2
Below is 4 unconnected molecules or ions with the total composition C9H29N4O4 in a non-equilibrium geometry, with properties calculated with wB97M-V/def2-TZVPD.

Calculated values
**Gap between HOMO and LUMO**: 8.42 eV
**Maximum force**: 3.10 eV/Å
**Total energy**: -879.96175 Ha
**HOMO energy**: -12.12 eV
**Energy above the lowest of the compared OMol25 structures with the same formula, charge and spin**: 3.6230 eV

ORCA input file:
```
! RIJCOSX wB97M-V def2-TZVPD def2/J DEFGRID3
* xyz 1 1
O 19.394 -8.239 -10.819
H 18.444 -8.125 -10.733
H 19.749 -7.392 -10.541
H 19.745 -8.949 -10.277
C 23.696 -4.084 -9.122
O 22.643 -4.631 -9.018
N 24.882 -4.722 -9.057
N 23.839 -2.755 -9.165
H 25.677 -4.128 -8.872
H 24.983 -5.695 -8.804
H 23.125 -2.042 -9.195
H 24.795 -2.454 -9.293
C 19.625 -10.115 -6.554
C 19.885 -11.480 -7.268
C 18.635 -12.284 -7.689
O 17.731 -11.478 -8.416
C 16.670 -12.252 -8.964
N 20.650 -11.266 -8.526
H 18.997 -9.501 -7.200
H 20.551 -9.574 -6.359
H 19.129 -10.289 -5.599
H 20.439 -12.018 -6.499
H 18.015 -12.551 -6.833
H 19.041 -13.092 -8.297
H 15.918 -11.630 -9.450
H 16.111 -12.707 -8.147
H 16.966 -12.929 -9.766
H 21.635 -11.053 -8.460
H 20.668 -12.136 -9.040
C 16.204 -4.311 -11.433
C 15.221 -5.528 -11.582
C 14.995 -6.096 -12.995
O 16.155 -6.669 -13.463
C 16.138 -7.516 -14.584
N 15.643 -6.577 -10.651
H 16.368 -4.140 -10.369
H 15.859 -3.521 -12.100
H 17.188 -4.544 -11.840
H 14.274 -5.134 -11.214
H 14.742 -5.213 -13.582
H 14.260 -6.899 -12.935
H 15.774 -8.530 -14.418
H 17.181 -7.645 -14.875
H 15.616 -7.018 -15.401
H 15.701 -6.330 -9.674
H 14.879 -7.237 -10.695
*
```

From a Löwdin analysis of the wavefunction, the atomic charges in e read: number 1, O, carries 0.384; number 2, H, carries 0.170; number 3, H, carries 0.189; number 4, H, carries 0.163; number 5, C, carries -0.756; number 6, O, carries 0.030; number 7, N, carries 0.146; number 8, N, carries 0.155; number 9, H, carries 0.097; number 10, H, carries 0.111; number 11, H, carries 0.120; number 12, H, carries 0.098; number 13, C, carries -0.058; number 14, C, carries -0.389; number 15, C, carries -0.202; number 16, O, carries -0.211; number 17, C, carries -0.103; number 18, N, carries 0.026; number 19, H, carries 0.056; number 20, H, carries 0.072; number 21, H, carries 0.081; number 22, H, carries 0.131; number 23, H, carries 0.133; number 24, H, carries 0.121; number 25, H, carries 0.082; number 26, H, carries 0.091; number 27, H, carries 0.091; number 28, H, carries 0.070; number 29, H, carries 0.062; number 30, C, carries -0.048; number 31, C, carries -0.414; number 32, C, carries -0.213; number 33, O, carries -0.206; number 34, C, carries -0.098; number 35, N, carries 0.016; number 36, H, carries 0.072; number 37, H, carries 0.079; number 38, H, carries 0.062; number 39, H, carries 0.130; number 40, H, carries 0.132; number 41, H, carries 0.128; number 42, H, carries 0.086; number 43, H, carries 0.086; number 44, H, carries 0.093; number 45, H, carries 0.067; number 46, H, carries 0.068



No. 3
Below is a molecular structure, C31H45ClF5LuOP in a non-equilibrium geometry, with properties calculated with wB97M-V/def2-TZVPD.

Calculated values
**Gap between HOMO and LUMO (alpha / beta)**: 4.53 / 4.53 eV
**Maximum force**: 2.22 eV/Å
**Total energy**: -3819.89476 Ha
**HOMO energy (alpha / beta)**: -2.11 / -2.11 eV
**Energy above the lowest of the compared OMol25 structures with the same formula, charge and spin**: 1.4869 eV

ORCA input file:
```
! RIJCOSX wB97M-V def2-TZVPD def2/J DEFGRID3
* xyz -1 1
Lu -1.776 -2.838 -1.308
Cl -0.368 -3.182 0.662
P 0.828 -0.096 0.453
C -0.714 -4.156 -2.569
H -0.834 -4.201 -3.663
H 0.031 -4.884 -2.194
C 0.653 1.767 0.424
C 2.412 -0.512 -0.478
C 0.515 2.245 -1.033
H -0.334 1.900 0.908
C 0.088 3.719 -1.096
H 1.472 2.120 -1.562
H -0.225 1.628 -1.566
C 0.984 4.627 -0.243
H 0.104 4.052 -2.142
H -0.952 3.796 -0.749
C 1.199 4.097 1.182
H 1.959 4.733 -0.738
H 0.546 5.630 -0.195
C 1.646 2.628 1.209
H 1.943 4.714 1.703
H 0.258 4.184 1.743
H 2.652 2.545 0.776
H 1.721 2.292 2.251
C 1.196 -0.548 2.238
C 3.535 0.526 -0.454
H 2.770 -1.419 0.043
C 4.779 -0.015 -1.169
H 3.202 1.444 -0.959
H 3.806 0.800 0.576
C 4.477 -0.456 -2.604
H 5.557 0.758 -1.170
H 5.173 -0.866 -0.598
C 3.275 -1.403 -2.696
H 4.287 0.432 -3.222
H 5.362 -0.945 -3.027
C 2.047 -0.902 -1.924
H 3.002 -1.556 -3.747
H 3.564 -2.385 -2.296
H 1.623 -0.027 -2.442
H 1.270 -1.684 -1.923
C 0.130 0.050 3.172
H 1.018 -1.639 2.207
C 0.288 -0.476 4.605
H 0.205 1.149 3.177
H -0.874 -0.201 2.796
C 1.717 -0.317 5.140
H -0.418 0.044 5.264
H 0.017 -1.542 4.618
C 2.781 -0.860 4.179
H 1.912 0.746 5.333
H 1.804 -0.833 6.104
C 2.626 -0.337 2.743
H 3.783 -0.608 4.548
H 2.714 -1.956 4.154
H 2.891 0.730 2.708
H 3.343 -0.865 2.098
C -3.811 -0.196 1.003
C -3.671 -1.218 0.204
H -3.628 0.820 0.630
C -3.917 -2.651 0.625
H -3.500 -1.059 -0.888
C -4.902 -2.734 1.818
H -4.329 -3.243 -0.212
H -2.970 -3.128 0.953
C -4.637 -1.703 2.922
H -5.912 -2.564 1.428
H -4.890 -3.749 2.241
C -4.211 -0.289 2.446
H -5.549 -1.591 3.526
H -3.862 -2.101 3.593
H -5.042 0.405 2.644
H -3.393 0.055 3.098
F -3.631 1.310 -6.798
C -2.969 0.842 -5.725
C -1.980 -0.134 -5.880
F -1.641 -0.540 -7.121
C -1.396 -0.703 -4.764
F -0.386 -1.595 -4.901
C -1.867 -0.391 -3.470
O -1.613 -1.156 -2.432
C -2.651 0.768 -3.345
F -2.844 1.293 -2.105
C -3.272 1.319 -4.446
F -4.197 2.287 -4.290
*
```

From a Löwdin analysis of the wavefunction, the atomic charges in e read: number 1, Lu, carries 0.971; number 2, Cl, carries -0.111; number 3, P, carries 1.070; number 4, C, carries -0.448; number 5, H, carries -0.160; number 6, H, carries -0.153; number 7, C, carries -0.456; number 8, C, carries -0.439; number 9, C, carries -0.217; number 10, H, carries 0.105; number 11, C, carries -0.200; number 12, H, carries 0.096; number 13, H, carries 0.095; number 14, C, carries -0.209; number 15, H, carries 0.107; number 16, H, carries 0.111; number 17, C, carries -0.204; number 18, H, carries 0.110; number 19, H, carries 0.101; number 20, C, carries -0.216; number 21, H, carries 0.103; number 22, H, carries 0.111; number 23, H, carries 0.095; number 24, H, carries 0.084; number 25, C, carries -0.477; number 26, C, carries -0.227; number 27, H, carries 0.113; number 28, C, carries -0.205; number 29, H, carries 0.094; number 30, H, carries 0.089; number 31, C, carries -0.213; number 32, H, carries 0.102; number 33, H, carries 0.112; number 34, C, carries -0.195; number 35, H, carries 0.108; number 36, H, carries 0.100; number 37, C, carries -0.221; number 38, H, carries 0.108; number 39, H, carries 0.116; number 40, H, carries 0.105; number 41, H, carries 0.082; number 42, C, carries -0.219; number 43, H, carries 0.036; number 44, C, carries -0.204; number 45, H, carries 0.099; number 46, H, carries 0.096; number 47, C, carries -0.211; number 48, H, carries 0.102; number 49, H, carries 0.114; number 50, C, carries -0.203; number 51, H, carries 0.108; number 52, H, carries 0.101; number 53, C, carries -0.215; number 54, H, carries 0.103; number 55, H, carries 0.114; number 56, H, carries 0.094; number 57, H, carries 0.102; number 58, C, carries -0.101; number 59, C, carries -0.166; number 60, H, carries 0.111; number 61, C, carries -0.258; number 62, H, carries 0.079; number 63, C, carries -0.190; number 64, H, carries 0.103; number 65, H, carries 0.032; number 66, C, carries -0.190; number 67, H, carries 0.110; number 68, H, carries 0.111; number 69, C, carries -0.181; number 70, H, carries 0.102; number 71, H, carries 0.107; number 72, H, carries 0.107; number 73, H, carries 0.100; number 74, F, carries 0.087; number 75, C, carries -0.152; number 76, C, carries -0.140; number 77, F, carries 0.098; number 78, C, carries -0.124; number 79, F, carries 0.094; number 80, C, carries -0.266; number 81, O, carries -0.300; number 82, C, carries -0.141; number 83, F, carries 0.075; number 84, C, carries -0.148; number 85, F, carries 0.093



The lowest energy above the lowest of the compared OMol25 structures with the same formula, charge and spin belongs to which entry? C23H27N3O4



The highest total energy belongs to which entry? C9H29N4O4



total energy of number 3 (C31H45ClF5LuOP)? -3819.89476 Ha



Which of these has the highest maximum force? C9H29N4O4